{"formula": "CHClN3O", "method": "ωB97M-V/def2-TZVPD", "elements": ["N", "N", "C", "O", "N", "Cl", "H"], "coordinates": [[0.978, 2.772, -0.829], [0.486, 1.811, -0.633], [-0.630, 0.932, -1.060], [-1.330, 1.524, -1.862], [-0.573, -0.184, -0.337], [-1.839, -1.304, -0.565], [-0.178, -0.331, 0.540]], "e_tot_ev": -20082.447, "largest_force_ev_per_a": 4.16, "homo_ev": -16.1, "total_charge": 1, "relative_energy_kcal_mol": 33.28, "e_lumo_ev": -7.238, "homo_lumo_gap_ev": 8.89, "smiles": "N#[N+]C(=O)NCl"}

***

{"formula": "C4H8N2OS", "method": "ωB97M-V/def2-TZVPD", "elements": ["O", "N", "N", "C", "C", "S", "C", "C", "H", "H", "H", "H", "H", "H", "H", "H"], "coordinates": [[-2.837, -0.362, -0.417], [-2.154, 0.585, -0.106], [-0.947, 0.202, 0.259], [-0.532, -1.173, 0.002], [0.907, -1.374, 0.466], [2.051, -0.195, -0.325], [1.150, 1.356, -0.299], [-0.052, 1.260, 0.685], [-1.174, -1.827, 0.508], [-0.690, -1.401, -1.036], [0.982, -1.295, 1.574], [1.283, -2.334, 0.259], [1.879, 2.144, -0.033], [0.783, 1.588, -1.310], [-0.620, 2.142, 0.625], [0.304, 1.082, 1.745]], "e_tot_ev": -20138.355, "largest_force_ev_per_a": 2.16, "homo_ev": -8.9, "total_charge": 0, "relative_energy_kcal_mol": 57.17, "e_lumo_ev": 0.742, "homo_lumo_gap_ev": 9.66, "smiles": "O=NN1CCSCC1"}

***

{"formula": "C22H36Cl18F3IN3P", "method": "ωB97M-V/def2-TZVPD", "elements": ["H", "N", "C", "C", "C", "C", "N", "P", "C", "C", "C", "C", "C", "N", "C", "C", "C", "I", "C", "F", "F", "F", "H", "H", "H", "H", "H", "H", "H", "H", "H", "H", "H", "H", "H", "H", "H", "H", "H", "Cl", "C", "Cl", "H", "H", "Cl", "C", "Cl", "H", "H", "Cl", "C", "Cl", "H", "H", "Cl", "C", "Cl", "H", "H", "Cl", "C", "Cl", "H", "H", "Cl", "C", "Cl", "H", "H", "Cl", "C", "Cl", "H", "H", "Cl", "C", "Cl", "H", "H", "Cl", "C", "Cl", "H", "H"], "coordinates": [[2.649, -6.265, 2.285], [2.325, -5.647, 1.512], [1.230, -4.997, 1.899], [0.586, -5.234, 3.312], [0.505, -3.982, 4.359], [-0.398, -4.724, 5.518], [-1.174, -5.078, 6.399], [2.161, -3.754, 5.354], [3.562, -4.574, 4.306], [2.625, -1.936, 5.598], [3.807, -1.358, 4.676], [-0.282, -2.699, 3.904], [-1.424, -3.238, 2.855], [-2.219, -3.674, 2.056], [0.411, -1.499, 3.126], [1.622, -1.796, 2.132], [2.330, -0.381, 1.708], [1.546, 0.194, -0.285], [-1.226, -1.973, 5.034], [-1.587, -0.624, 4.630], [-2.526, -2.597, 5.130], [-0.592, -1.799, 6.287], [0.777, -4.297, 1.096], [-0.442, -5.761, 3.179], [1.230, -6.028, 3.867], [3.708, -4.088, 3.286], [3.375, -5.700, 4.291], [4.549, -4.424, 4.899], [3.035, -1.885, 6.687], [1.759, -1.194, 5.590], [4.038, -1.929, 3.720], [3.488, -0.289, 4.351], [4.785, -1.203, 5.279], [0.752, -0.602, 3.781], [-0.415, -1.028, 2.453], [1.158, -2.185, 1.141], [2.373, -2.589, 2.456], [2.012, 0.486, 2.395], [3.468, -0.477, 1.596], [-1.849, -0.105, -4.902], [-1.054, 0.521, -3.452], [0.668, 0.822, -3.742], [-1.536, 1.459, -3.158], [-1.153, -0.210, -2.650], [0.291, 3.717, -0.916], [1.715, 4.442, -0.158], [2.717, 3.214, 0.625], [2.306, 4.947, -0.922], [1.388, 5.162, 0.591], [-4.836, 1.300, -2.592], [-4.035, 1.926, -1.146], [-2.318, 2.226, -1.445], [-4.512, 2.862, -0.855], [-4.133, 1.197, -0.343], [-1.183, 5.455, -5.635], [-1.175, 4.172, -4.418], [-2.749, 3.381, -4.311], [-0.426, 3.431, -4.690], [-0.929, 4.605, -3.448], [3.430, 2.079, -2.926], [3.591, 3.084, -4.376], [2.047, 3.808, -4.833], [4.307, 3.879, -4.175], [3.948, 2.464, -5.196], [2.880, 2.723, -7.925], [4.185, 3.860, -8.302], [5.069, 4.343, -6.850], [4.879, 3.383, -8.993], [3.756, 4.748, -8.765], [-7.087, 4.074, -1.871], [-7.011, 4.611, -3.554], [-8.323, 5.736, -3.925], [-6.058, 5.111, -3.723], [-7.093, 3.743, -4.206], [-2.921, -6.476, 4.014], [-2.894, -7.750, 5.239], [-4.465, -8.550, 5.364], [-2.141, -8.488, 4.965], [-2.643, -7.307, 6.202], [-4.701, 8.540, -7.357], [-3.637, 7.305, -8.041], [-2.700, 7.948, -9.395], [-2.952, 6.962, -7.268], [-4.244, 6.472, -8.394]], "e_tot_ev": -278807.372, "largest_force_ev_per_a": 7.58, "homo_ev": -9.1, "total_charge": 0, "relative_energy_kcal_mol": 81.57, "e_lumo_ev": 0.005, "homo_lumo_gap_ev": 9.09, "smiles": "[H]/N=C\\C[C@@](C#N)(P(C)CC)[C@](C#N)(CCCI)C(F)(F)F.ClCCl.ClCCl.ClCCl.ClCCl.ClCCl.ClCCl.ClCCl.ClCCl.ClCCl"}

***

{"formula": "C17H30F15Na3O21S5", "method": "ωB97M-V/def2-TZVPD", "elements": ["Na", "Na", "Na", "C", "F", "F", "F", "S", "O", "O", "O", "C", "F", "F", "F", "S", "O", "O", "O", "C", "F", "F", "F", "S", "O", "O", "O", "C", "F", "F", "F", "S", "O", "O", "O", "C", "F", "F", "F", "S", "O", "O", "O", "C", "O", "C", "C", "O", "C", "H", "H", "H", "H", "H", "H", "H", "H", "H", "H", "C", "O", "C", "C", "O", "C", "H", "H", "H", "H", "H", "H", "H", "H", "H", "H", "C", "O", "C", "C", "O", "C", "H", "H", "H", "H", "H", "H", "H", "H", "H", "H"], "coordinates": [[0.578, -1.563, 0.128], [3.106, -3.268, -2.351], [4.985, -0.042, 1.769], [-2.896, -4.473, 1.684], [-3.211, -5.702, 2.119], [-2.774, -4.442, 0.302], [-3.770, -3.475, 2.067], [-1.124, -3.978, 2.403], [-0.716, -2.844, 1.571], [-1.323, -3.513, 3.803], [-0.315, -5.247, 2.300], [2.756, 1.630, -2.446], [1.728, 2.157, -1.765], [2.335, 1.497, -3.690], [3.778, 2.498, -2.394], [3.251, -0.043, -1.678], [4.275, -0.713, -2.490], [3.662, 0.201, -0.297], [1.967, -0.820, -1.582], [1.452, 2.174, 3.329], [0.185, 2.574, 3.530], [1.843, 2.645, 2.109], [2.240, 2.689, 4.284], [1.592, 0.228, 3.163], [1.150, -0.299, 4.478], [0.651, -0.202, 2.138], [2.945, -0.220, 2.821], [3.118, -3.969, 2.296], [2.632, -5.107, 1.794], [2.149, -3.097, 2.220], [3.596, -4.153, 3.526], [4.594, -3.465, 1.129], [5.344, -4.728, 1.020], [3.947, -3.007, -0.107], [5.321, -2.420, 1.865], [-1.283, -3.524, -2.947], [-0.869, -2.879, -4.026], [-1.641, -2.521, -2.077], [-2.362, -4.191, -3.315], [0.171, -4.595, -2.232], [-0.373, -5.800, -1.653], [1.104, -4.832, -3.346], [0.905, -3.814, -1.233], [-0.560, 3.723, 0.060], [-1.873, 3.309, -0.005], [-2.186, 2.654, -1.264], [-1.553, 1.308, -1.489], [-1.812, 0.402, -0.457], [-3.092, -0.115, -0.461], [-0.156, 4.431, -0.663], [0.092, 2.853, 0.137], [-0.393, 4.130, 1.057], [-1.919, 3.258, -2.131], [-3.263, 2.546, -1.387], [-0.466, 1.391, -1.509], [-1.920, 0.917, -2.438], [-3.815, 0.517, 0.054], [-3.128, -0.981, 0.200], [-3.516, -0.440, -1.411], [-0.049, 1.160, 7.209], [-1.261, 0.487, 6.701], [-2.214, 1.444, 6.217], [-3.353, 0.667, 5.655], [-3.045, -0.281, 4.633], [-2.775, 0.221, 3.356], [-0.152, 1.724, 8.136], [0.342, 1.838, 6.451], [0.686, 0.368, 7.357], [-1.789, 2.117, 5.472], [-2.577, 2.011, 7.075], [-4.165, 1.369, 5.468], [-3.808, 0.115, 6.478], [-2.104, 1.066, 3.512], [-3.739, 0.497, 2.928], [-2.272, -0.532, 2.749], [1.902, 4.607, -6.214], [0.767, 4.320, -7.079], [-0.290, 3.540, -6.505], [0.170, 2.105, -6.332], [-0.819, 1.367, -5.582], [-0.408, 0.069, -5.157], [1.871, 4.435, -5.138], [2.119, 5.667, -6.351], [2.833, 4.141, -6.536], [-1.101, 3.512, -7.233], [-0.596, 3.928, -5.533], [1.136, 1.998, -5.838], [0.347, 1.703, -7.329], [-1.222, -0.475, -4.677], [0.436, 0.150, -4.472], [-0.014, -0.591, -5.929]], "e_tot_ev": -169305.880, "largest_force_ev_per_a": 5.16, "homo_ev": -3.6, "total_charge": -2, "e_lumo_ev": 2.744, "homo_lumo_gap_ev": 6.34}

***

{"formula": "C3H8N2OS", "method": "ωB97M-V/def2-TZVPD", "elements": ["N", "C", "O", "C", "N", "C", "S", "H", "H", "H", "H", "H", "H", "H", "H"], "coordinates": [[1.375, 0.016, -1.523], [0.029, -0.193, -1.296], [-0.830, 0.282, -2.147], [-0.542, -0.763, 0.151], [-1.937, -1.245, 0.105], [-0.506, 0.151, 1.377], [1.132, 1.003, 1.529], [1.557, 0.785, -2.206], [1.864, -0.820, -1.447], [0.137, -1.623, 0.361], [-2.434, -1.105, -0.767], [-2.071, -2.251, 0.212], [-1.281, 0.931, 1.353], [-0.938, -0.558, 2.168], [1.746, -0.242, 1.578]], "e_tot_ev": -19102.557, "largest_force_ev_per_a": 5.79, "homo_ev": -9.0, "total_charge": 0, "relative_energy_kcal_mol": 44.86, "e_lumo_ev": 0.592, "homo_lumo_gap_ev": 9.55, "smiles": "NC(=O)[C@H](N)CS"}